Record 1
The following is a quantum chemistry calculation of a single C5H6O molecule, from the Open Molecules 2025 dataset.

Computed properties:
**E**: -7326.3009 eV
**Net charge**: 0
**Structure (SMILES)**: C#C[C@@H]1C[C@@H]1O
**Kohn-Sham gap**: 10.5 eV

Last column: Mulliken charge in e.
Cartesian coordinates (Å):
C 0.620663 -2.195680 -0.116346  0.15
C 0.020844 -1.321984 0.448813  -0.85
C -0.663789 -0.122822 0.518624  -0.08
C -0.746011 0.763671 -0.769447  -0.62
C 0.126590 1.129396 0.378811  -0.03
O 1.503900 1.132169 0.235878  -0.52
H 1.020706 -3.086712 -0.456406  0.45
H -1.519101 -0.192121 1.172340  0.36
H -0.252182 0.499332 -1.704867  0.26
H -1.705747 1.256853 -0.878148  0.24
H -0.204542 1.923460 1.030259  0.32
H 1.798670 0.214438 0.140489  0.31

Atoms 1-2, force components in eV/Å:
-0.176 -0.019 0.998
1.005 -1.370 -1.724

=====

Record 2
The following is a quantum chemistry calculation of C7H7NO2 as an isolated structure, from the Open Molecules 2025 dataset.

Computed properties:
**E**: -12950.3027 eV
**Net charge**: 0
**Kohn-Sham gap**: 10.4 eV

Last column: Mulliken charge in e.
Cartesian coordinates (Å):
C 1.187931 -0.859055 -2.992195  -1.52
C 0.660669 -0.807470 -0.826690  0.28
C -0.034427 0.007312 0.305718  0.76
C -1.431377 -0.072337 0.478697  -0.13
C -2.036481 0.604717 1.392122  -0.56
C -1.281632 1.355840 2.161834  -0.05
C 0.048615 1.391125 2.052301  -0.07
H 2.030148 -1.073367 -2.741004  0.68
H 1.014516 -1.764360 -3.024798  0.67
H 0.880727 -0.171176 -3.634341  0.32
H -1.978549 -0.739915 -0.565805  0.10
H -2.985366 0.784998 1.515960  0.57
H -1.751597 2.209966 3.241750  0.10
H 0.536930 2.276710 2.812654  0.21
N 0.647370 0.717104 1.021122  -0.49
O 0.625676 -0.144712 -1.973328  -0.28
O 1.254553 -1.888212 -0.549548  -0.59

Atoms 1-2, force components in eV/Å:
-4.984 7.025 -0.757
1.211 -1.562 3.411

=====

Record 3
The following is a quantum chemistry calculation of C12H24F3N3O4RbSV as an isolated structure, from the Open Molecules 2025 dataset.

Computed properties:
**E**: -70808.2690 eV
**Net charge**: +2
**Kohn-Sham gap (alpha / beta)**: 6.3 / 6.3 eV

Last column: Mulliken charge in e.
Cartesian coordinates (Å):
N 0.018446 -0.075068 2.193474  -0.28
C 0.702530 -0.093603 3.189982  0.72
O 1.360433 -0.119276 4.179971  -0.41
Rb -3.725228 -0.490315 2.972556  0.99
V -0.274603 0.455261 0.333474  0.54
N -1.002507 -0.953692 -0.560894  0.82
N 1.331621 0.999747 -0.364919  0.69
C -0.889738 -2.409806 -0.686038  0.97
C 2.765701 0.751619 -0.176603  0.66
C -2.255091 -3.017960 -1.007191  -1.72
C 0.051148 -2.797730 -1.825369  -1.13
C -0.356109 -2.967095 0.624636  -1.55
C 3.282464 1.577649 0.998944  -1.30
C 3.576904 1.118055 -1.415207  -1.62
C 2.964858 -0.717699 0.158058  -1.28
H -3.015295 -2.695000 -0.286082  0.37
H -2.187873 -4.111876 -0.979989  0.46
H -2.575386 -2.729430 -2.015820  0.44
H -0.331554 -2.448538 -2.793373  0.42
H 0.118443 -3.892974 -1.867586  0.45
H 1.064680 -2.400694 -1.681953  0.09
H 0.666197 -2.619899 0.823685  0.20
H -0.336817 -4.063086 0.561994  0.52
H -0.986189 -2.686281 1.479113  0.31
H 3.153637 2.649763 0.820187  0.38
H 4.351305 1.372748 1.130504  0.48
H 2.768105 1.313268 1.930566  0.19
H 3.550511 2.192275 -1.617503  0.42
H 3.220010 0.584623 -2.301455  0.40
H 4.622451 0.840931 -1.249551  0.44
H 4.039699 -0.897171 0.295844  0.57
H 2.604493 -1.368696 -0.650311  0.15
H 2.452138 -0.986246 1.091628  0.12
C -1.738030 -0.237248 -1.592625  -0.91
H -1.576661 0.850837 -1.476562  0.27
H -1.386590 -0.530364 -2.592705  0.46
H -2.828730 -0.405585 -1.567445  0.35
C 0.966322 2.250642 -1.022746  -1.00
H -0.061461 2.538598 -0.744572  0.34
H 1.639590 3.068518 -0.728512  0.46
H 1.016948 2.166820 -2.119308  0.37
F -5.185769 2.632700 1.421707  -0.21
C -3.989671 3.140149 0.998976  0.59
F -3.979914 3.122840 -0.351847  -0.20
F -3.895444 4.422415 1.418229  -0.17
S -2.603793 2.100102 1.672787  1.34
O -2.918684 1.972762 3.088274  -0.75
O -2.833869 0.818712 0.949224  -0.80
O -1.353626 2.774297 1.342351  -0.65

Atoms 1-2, force components in eV/Å:
-0.910 0.534 -3.638
2.691 0.185 3.611

=====

Record 4
The following is a quantum chemistry calculation of a single C19H24N4O3 molecule, from the Open Molecules 2025 dataset.

Computed properties:
**E**: -32196.5721 eV
**Net charge**: 0
**Structure (SMILES)**: [H]/N=c1/[nH]cc(C(=O)N2C[C@H](C)[C@H](NC(=O)CCc3cccc(C)c3)C2)o1
**Kohn-Sham gap**: 8.9 eV

Last column: Mulliken charge in e.
Cartesian coordinates (Å):
H 0.719487 11.237212 3.972720  0.25
N 1.125259 11.271939 4.900823  -0.79
C 1.881311 10.285281 5.111803  0.39
N 2.585262 10.028851 6.268184  -0.08
C 3.305063 8.861890 6.130505  -0.26
C 3.046143 8.380362 4.912568  0.52
C 3.621146 7.175965 4.287462  0.11
O 4.543919 6.603954 4.854788  -0.70
N 3.126629 6.736682 3.108784  0.12
C 1.880204 7.121126 2.430082  -0.71
C 1.517841 5.870041 1.629707  0.23
C 0.728464 4.871832 2.466532  -1.51
C 2.916983 5.348390 1.244900  -0.19
N 2.997265 3.979769 0.796501  -0.14
C 2.437537 3.598728 -0.382551  0.42
O 1.938841 4.406411 -1.144443  -0.66
C 2.520212 2.107010 -0.670685  -0.64
C 1.617324 1.663632 -1.831695  -1.17
C 0.452863 0.832312 -1.360042  0.22
C -0.649189 1.449389 -0.774646  -0.41
C -1.701844 0.686557 -0.292525  -0.68
C -1.665709 -0.696475 -0.390518  -0.54
C -0.576053 -1.334654 -0.973738  0.78
C -0.523749 -2.836189 -1.064589  -1.46
C 0.472081 -0.554776 -1.453011  -0.47
C 3.744732 5.563365 2.507062  -1.14
O 2.167561 9.246909 4.259542  -0.33
H 2.553108 10.646917 7.057192  0.16
H 3.947876 8.455311 6.889366  0.49
H 1.108272 7.382027 3.150237  0.46
H 2.046077 7.982270 1.779531  0.26
H 0.955981 6.128617 0.732466  0.50
H 1.253262 4.624979 3.393484  0.32
H -0.241808 5.289880 2.736791  0.40
H 0.553080 3.944413 1.919973  0.32
H 3.289346 5.978528 0.435267  0.35
H 3.226630 3.267759 1.469108  0.36
H 2.277701 1.554721 0.240624  0.47
H 3.567986 1.888672 -0.892146  0.40
H 2.202442 1.087636 -2.549182  0.50
H 1.264543 2.558678 -2.344862  0.46
H -0.683062 2.531693 -0.712639  0.48
H -2.560871 1.172279 0.153376  0.39
H -2.495253 -1.286893 -0.018961  0.39
H 0.182971 -3.161765 -1.827310  0.36
H -0.210739 -3.272260 -0.113522  0.28
H -1.502272 -3.250779 -1.307936  0.39
H 1.323539 -1.041255 -1.918719  0.30
H 3.681763 4.707374 3.188634  0.37
H 4.801603 5.736483 2.307151  0.42

Atoms 1-2, force components in eV/Å:
0.003 -0.003 -0.002
0.012 0.000 -0.017